1.
C5H5NO2S in the gas phase at a distorted geometry. Source: the OMol25 dataset; level of theory: ωB97M-V/def2-TZVPD.

Output
- Energy relative to the best compared isomer or geometry (same formula, charge and spin): 0.126 eV
- SMILES string: Cc1ncc(C(=O)O)s1
- Gap between HOMO and LUMO: 0.3366 Eh
- Electronic energy: -21686.010 eV

Cartesian coordinates (Å):
C (-3.246, -0.292, 0.041)
C (-1.880, 0.196, -0.045)
N (-1.362, 1.425, 0.011)
C (-0.006, 1.434, -0.068)
C (0.599, 0.170, 0.114)
C (2.022, 0.046, -0.001)
O (2.812, 0.922, 0.000)
O (2.309, -1.225, 0.039)
S (-0.569, -1.031, -0.036)
H (-3.596, -1.065, -0.683)
H (-4.070, 0.464, -0.065)
H (-3.382, -0.818, 0.905)
H (0.519, 2.420, 0.003)
H (3.256, -1.374, -0.221)

Forces on the atoms, in the same order (eV/Å):
-2.633 0.918 -2.612
3.571 0.588 -0.037
-1.522 -1.280 -0.978
0.458 -0.647 2.084
-1.756 3.580 -1.614
-0.945 -0.429 1.007
1.499 1.724 -0.468
2.269 -2.888 -0.866
-1.380 0.065 0.239
1.043 0.559 -0.170
1.183 -0.229 0.381
-0.380 -1.013 2.808
-0.408 -1.253 -0.335
-0.999 0.305 0.562

Atom charges from the natural (NBO) analysis, given in e for atoms 1 to 6: -0.69 0.11 -0.44 0.04 -0.43 0.76

2.
C5H5NO2S in the gas phase at a distorted geometry. Source: the OMol25 dataset; level of theory: ωB97M-V/def2-TZVPD.

Output
- Energy relative to the best compared isomer or geometry (same formula, charge and spin): 1.435 eV
- SMILES string: C/C(=C/SC=O)N=C=O
- Gap between HOMO and LUMO: 0.3450 Eh
- Electronic energy: -21684.701 eV

Cartesian coordinates (Å):
C (0.513, 1.092, -1.649)
C (-0.182, 0.138, -0.724)
C (-1.324, 0.451, -0.006)
S (-1.988, -0.570, 1.289)
C (-0.780, -0.325, 2.531)
O (-0.825, -0.493, 3.708)
N (0.480, -1.076, -0.611)
C (1.470, -1.742, -0.490)
O (2.328, -2.547, -0.413)
H (-0.212, 1.770, -2.013)
H (0.868, 0.470, -2.419)
H (1.457, 1.596, -0.970)
H (-2.001, 1.252, -0.307)
H (0.197, -0.016, 2.073)

Forces on the atoms, in the same order (eV/Å):
1.774 0.356 3.208
-1.304 0.656 1.379
1.377 -1.298 -1.042
-0.806 -0.085 -0.383
2.194 0.532 -0.349
-0.941 -0.385 0.299
0.066 -0.134 0.807
0.124 -0.844 -0.193
-0.714 1.092 0.011
-0.286 1.267 -0.333
0.944 -0.237 -1.232
-2.690 -1.192 -2.290
0.701 0.129 0.170
-0.439 0.144 -0.052

Atom charges from the natural (NBO) analysis, given in e for atoms 1 to 6: -0.62 0.20 -0.42 0.25 0.25 -0.51